(1)
C25H24N4O6 | ωB97M-V with the def2-TZVPD basis set

Output
Charge: 0
SMILES: COCCn1cnc2c1c(=O)n(CC(=O)c1ccc3c(c1)OCCO3)c(=O)n2Cc1ccccc1
LUMO level: 0.4 eV
HOMO-LUMO gap: 8.9 eV

```
59
C25H24N4O6, DFT ωB97M-V with the def2-TZVPD basis set
C 1.319 4.531 -1.480
O -4.891 -1.134 -1.201
O -1.199 1.855 3.849
C 0.199 1.500 1.956
C -0.126 2.611 1.189
H 5.725 -0.592 -0.904
O 2.552 2.465 -1.324
O 0.288 4.062 -0.641
C 1.954 3.363 -2.232
H -6.284 0.132 -0.333
H 3.168 -2.936 1.591
C -3.208 0.500 -1.966
H -4.406 -0.891 -3.115
C -4.525 -0.260 -2.229
C 4.807 -1.142 -0.758
N -2.121 -0.419 -1.760
C -1.067 -0.399 3.051
H -2.991 1.140 -2.825
H 1.180 2.844 -2.815
N -1.016 -0.951 1.708
C -5.441 -0.512 -0.056
C 0.652 2.964 0.096
C -0.642 -1.748 -0.824
H -5.797 -1.319 0.579
H -5.318 0.479 -2.418
C -0.071 -1.944 1.462
C 2.702 -1.928 -1.598
O 0.576 -2.435 2.363
C 1.352 0.773 1.662
H 1.227 -3.994 0.652
H 1.971 -1.995 -2.390
H -4.701 0.078 0.491
C -1.478 -1.167 -2.674
C 4.553 -1.761 0.454
C 1.145 -3.288 -0.177
C 1.778 2.198 -0.227
C 3.375 -2.464 0.643
H -1.005 3.191 1.421
H -1.672 -1.102 -3.726
N -0.576 -1.973 -2.155
C 2.447 -2.557 -0.385
H 4.071 -0.736 -2.727
H 2.748 3.703 -2.900
C -0.730 1.094 3.043
H 5.273 -1.693 1.257
H -3.295 1.112 -1.066
H 1.651 -0.058 2.281
H 0.835 -3.797 -1.091
H -0.344 -0.944 3.663
H 3.025 0.572 0.335
H 0.859 5.244 -2.167
C 3.878 -1.224 -1.783
H 2.089 5.037 -0.883
C -1.824 -0.297 0.778
O -2.587 0.591 1.119
H -2.068 -0.523 3.474
C -1.602 -0.787 -0.542
C 2.135 1.126 0.584
N 0.087 -2.341 0.157
```

=====

(2)
C25H24N6O3Ru | ωB97M-V with the def2-TZVPD basis set

Output
Charge: +2
LUMO level (spin up / spin down): -8.2 / -8.2 eV
HOMO-LUMO gap (spin up / spin down): 6.1 / 6.1 eV

```
59
C25H24N6O3Ru, DFT ωB97M-V with the def2-TZVPD basis set
H 4.958 -0.705 -0.644
C -2.327 -2.212 1.078
O -1.045 -1.592 1.451
H 1.059 -2.947 -0.583
C -1.627 -1.974 -3.104
H 2.284 1.359 4.592
H 3.476 -0.787 5.149
Ru 0.037 -0.025 0.294
H 0.448 -4.546 -2.384
C -1.367 3.779 1.487
C 4.056 -0.335 -1.109
H 4.828 -0.294 -3.128
C -2.324 4.535 0.901
H -4.324 -1.701 0.497
C 3.984 -0.094 -2.482
C 1.868 -1.665 2.314
H -0.860 4.107 2.378
H 2.756 0.705 -4.034
H -3.770 4.755 -0.705
H 1.691 -2.496 1.645
N -1.342 0.892 -0.762
N 1.766 0.393 -0.824
C 2.201 0.478 3.969
O -2.699 0.624 -2.656
N 0.656 1.331 -2.689
H -2.392 -1.628 -3.787
C 2.838 0.449 -2.986
N 1.265 -0.513 1.997
C 0.683 1.805 2.502
C -1.039 2.519 0.894
H -1.320 -3.892 -4.024
C 0.298 -2.703 -1.311
H 3.139 -2.752 3.641
N -0.140 1.633 1.341
H -3.275 2.609 -1.766
C -0.046 -3.586 -2.320
C -1.027 -3.219 -3.229
H 0.790 1.709 -3.613
H -2.549 -2.946 1.852
C -3.451 -1.217 0.935
N -0.289 -1.512 -1.178
H 3.012 -0.237 0.713
H -3.168 -0.389 0.288
C 2.957 -0.081 -0.344
C -1.233 -1.152 -2.069
C -1.741 2.087 -0.307
H 0.122 1.927 -2.081
H -2.585 5.490 1.338
C 2.667 -1.802 3.435
H -1.199 -1.212 2.328
C 1.751 0.723 -2.141
O 0.784 2.800 3.153
H -2.128 -2.749 0.156
C -3.013 4.108 -0.283
C -2.747 2.923 -0.881
H -3.749 -0.804 1.901
C -1.868 0.204 -1.909
C 1.421 0.535 2.830
C 2.848 -0.710 4.271
```

=====

(3)
C25H25BrCoI3N3O3 | ωB97M-V with the def2-TZVPD basis set

Output
Charge: 0
Spin multiplicity: 4
LUMO level (spin up / spin down): -1.5 / -1.7 eV
HOMO-LUMO gap (spin up / spin down): 6.3 / 6.7 eV

```
61
C25H25BrCoI3N3O3, DFT ωB97M-V with the def2-TZVPD basis set
O 0.684 -1.088 3.394
H -3.732 2.640 4.430
C -0.087 2.171 7.100
I 1.844 2.017 -1.021
C 5.084 -2.057 -1.771
I -1.146 -1.829 0.587
C 3.907 -2.778 -1.624
C -2.439 2.040 2.099
H -6.262 1.069 1.896
C 2.954 -2.385 -0.698
H 1.718 -1.607 1.485
H 2.030 -2.943 -0.588
H -0.057 -0.963 5.778
C -5.907 1.735 1.110
C 0.422 0.111 3.374
H -4.982 1.463 3.997
H 1.448 -0.552 -1.750
C -4.037 0.423 -3.224
H -3.790 -0.454 -3.808
C -4.648 2.673 -1.714
H 4.541 0.328 0.572
C 0.224 0.848 4.674
C 3.177 -1.262 0.093
H 2.565 -0.224 1.718
Br -0.502 -0.200 8.620
H -5.559 3.437 -3.489
H 5.819 -2.359 -2.504
H -5.202 3.167 3.595
C -4.715 1.486 -3.802
N -4.480 1.933 1.240
C 4.359 -0.542 -0.048
H -0.030 0.415 -2.111
C -2.307 1.722 0.723
H -4.860 3.557 -1.125
C -3.778 2.134 2.375
H 0.493 2.787 3.816
C 0.156 2.891 5.940
H 0.232 3.969 5.991
O 0.301 0.845 2.318
C -0.010 0.115 5.831
O -1.301 1.527 -0.006
I -1.147 -2.576 -2.612
H -0.205 2.679 8.047
H -1.621 2.151 2.786
C -4.463 2.368 3.673
C 0.304 2.235 4.727
H -4.994 1.448 -4.847
C -5.027 2.607 -3.045
H -3.154 -0.358 -1.424
C -0.171 0.789 7.027
C -3.677 0.470 -1.886
N -3.586 1.661 0.224
C 0.759 0.209 -1.396
H -6.121 1.282 0.147
N 2.177 -0.835 1.010
H 6.227 -0.381 -1.075
C 5.307 -0.942 -0.977
C -3.979 1.597 -1.140
H -6.444 2.683 1.176
H 3.732 -3.654 -2.234
Co 0.305 0.302 0.453
```

=====

(4)
C25H25BrMoN2O3PS | ωB97M-V with the def2-TZVPD basis set

Output
Charge: +3
Spin multiplicity: 3
LUMO level (spin up / spin down): -12.6 / -12.2 eV
HOMO-LUMO gap (spin up / spin down): 4.5 / 5.2 eV

```
59
C25H25BrMoN2O3PS, DFT ωB97M-V with the def2-TZVPD basis set
C 0.112 -3.854 3.092
O 1.882 -3.204 -3.882
H 3.875 -0.605 0.208
H 0.336 0.065 -1.127
C 0.144 -0.668 -1.906
H -0.413 0.261 4.292
N -2.224 0.024 -1.892
P -0.677 -0.064 1.940
H -2.411 -1.851 -3.815
H -2.180 -4.580 0.698
H 4.557 1.702 0.774
H 1.349 4.914 -2.116
O 2.040 -4.101 -1.575
H -0.760 -5.682 2.383
H 2.956 3.249 1.842
C 1.169 -1.457 -2.394
S 2.560 -4.381 -2.888
C -1.656 3.955 1.095
Mo -2.287 0.751 0.243
C 3.545 1.373 0.973
H 2.176 -1.362 -2.011
C -1.748 2.659 0.617
C 2.641 2.251 1.566
C -1.153 0.592 3.562
H -0.871 5.878 0.604
H -2.126 0.188 3.842
C -0.523 3.109 -1.327
C -1.408 -1.738 -3.416
H 0.745 -4.348 3.817
C -0.730 -4.606 2.280
C -0.387 -2.533 -3.900
H -2.118 4.269 2.022
C -0.956 4.843 0.293
H -1.194 1.681 3.566
C -0.674 -1.853 2.034
N -1.205 2.282 -0.539
C 3.161 0.079 0.648
C -0.357 4.438 -0.923
C 0.145 -2.476 2.977
C -1.505 -2.610 1.202
C -1.137 -0.819 -2.413
H -2.326 0.834 -2.504
H -0.569 -3.258 -4.683
C 0.424 5.378 -1.769
H -0.143 5.646 -2.666
C 0.899 -2.401 -3.378
H 1.569 -1.363 0.668
H 0.801 -1.892 3.613
H 0.655 2.514 2.318
C 1.869 -0.350 0.906
H -0.101 2.729 -2.250
H 0.660 6.298 -1.240
H -2.112 -2.116 0.449
C -1.534 -3.987 1.331
C 1.348 1.839 1.830
C 0.967 0.529 1.515
O 2.352 -5.637 -3.523
Br -4.356 -0.038 0.931
H -3.097 -0.497 -1.997
```